P.
The following is a DFT calculation (ωB97M-V with the def2-TZVPD basis set) of 10 unconnected molecules or ions with the total composition C6H29NO10.

The geometry in XYZ format:
```
46
Properties=species:S:1:pos:R:3:mulliken_charge:R:1
O -3.388 0.816 0.990 -0.659
C 0.686 1.814 -2.421 -0.112
H 2.268 -2.989 1.921 0.365
H -1.444 -3.417 -2.495 0.313
O -1.061 -2.738 -3.056 -0.701
H -1.675 2.359 -1.300 0.337
O -2.588 -2.092 -0.837 -0.598
H -2.214 -3.064 0.683 0.283
H 1.731 0.009 -3.049 0.536
H -0.035 0.005 -3.329 0.248
H 1.388 2.380 -1.753 0.248
H -1.310 1.613 3.223 0.289
O 1.201 3.345 0.476 -0.650
C 2.094 -2.094 1.294 -0.163
N 2.322 -2.141 -0.152 -0.359
H 1.624 1.125 2.324 0.259
H -0.109 -2.788 -2.910 0.337
H -1.931 2.080 1.892 0.383
H -2.816 0.784 0.242 0.376
H -3.728 1.727 0.959 0.300
H 2.049 3.035 0.784 0.312
O -1.294 2.322 2.559 -0.603
O -1.674 -2.782 1.439 -0.716
H -1.889 -0.378 3.157 0.252
H 4.095 -0.237 -0.165 0.302
H 1.013 -1.890 1.461 -0.209
H -0.695 2.528 -0.155 0.195
O -1.632 2.409 -0.311 -0.553
H 2.018 0.940 3.653 0.310
H 2.776 -1.309 1.762 0.221
H 3.249 -2.552 -0.334 0.354
H 0.165 0.222 -0.626 -0.020
H -0.891 -2.288 1.162 0.304
C 0.793 0.361 -2.661 -0.477
O -0.056 2.461 -3.144 -0.539
H 0.298 -1.396 -1.437 -0.075
C 2.113 -0.783 -0.682 0.296
H -3.412 -1.605 -0.622 0.278
O -1.295 -1.104 3.385 -0.651
C 3.225 -0.039 -0.758 -1.035
H -1.748 -1.767 2.813 0.355
H -2.332 -1.992 -1.772 0.337
O 2.412 0.710 2.793 -0.557
H 3.336 0.932 -1.334 0.203
H 0.581 3.471 1.210 0.274
C 0.753 -0.444 -1.292 0.410
```

Results
Kohn-Sham gap: 9.414 eV
highest occupied orbital energy: -9.25 eV
total charge: 0

=====

Q.
The following is a DFT calculation (ωB97M-V with the def2-TZVPD basis set) of 10 unconnected molecules or ions with the total composition C6H29NO10.

The geometry in XYZ format:
```
46
Properties=species:S:1:pos:R:3:mulliken_charge:R:1
H 2.546 2.587 -0.501 0.241
H -0.965 0.111 1.520 0.176
O -2.440 0.239 -2.440 -0.631
C 1.000 0.618 -1.714 0.269
H -0.762 -3.085 0.485 0.230
H 3.247 2.410 0.881 0.307
H 2.006 -0.601 0.213 0.110
O -1.309 -2.722 1.194 -0.748
H -3.694 -2.525 0.861 0.310
H -0.103 1.555 -3.201 0.288
C 1.153 -2.701 -2.382 -1.174
H 1.769 -3.661 -2.166 0.245
H -0.882 -0.487 -1.143 -0.465
C 1.044 -1.806 -1.409 0.321
H -3.703 -1.220 -0.107 0.320
H 0.866 2.608 -2.329 0.321
O -4.036 -1.647 0.691 -0.670
H 2.571 -2.256 -0.027 0.518
H -1.000 -2.306 3.100 0.313
H -1.334 -1.775 1.160 0.503
O 2.462 2.730 0.476 -0.573
C 0.116 -0.612 -1.822 0.060
H -1.128 1.793 -0.229 0.210
H -0.048 3.380 2.259 0.274
O -0.897 -1.562 3.676 -0.671
H 1.194 0.631 -0.647 0.168
H 0.733 0.936 3.220 0.293
H -1.725 0.687 -1.858 0.175
O -1.717 -0.372 1.213 -0.378
O 0.644 3.184 2.861 -0.557
H 1.020 -2.010 0.793 0.092
O -1.072 2.229 0.512 -0.485
H -0.610 2.937 0.218 0.383
H -1.275 -0.771 3.344 0.369
H -0.302 -0.722 -2.865 0.613
H -3.027 0.960 -2.643 0.280
H 0.302 0.230 4.340 0.318
C 1.686 -1.696 -0.127 -0.806
C 2.380 0.486 -2.353 -0.231
O 3.239 1.355 -2.234 -0.519
H -2.567 -0.051 1.325 0.177
O -0.036 0.965 3.855 -0.644
N 0.275 1.803 -2.237 -0.466
H 2.422 -0.391 -2.963 0.443
H 0.531 -2.820 -3.155 0.411
H 1.422 3.371 2.359 0.283
```

Results
Kohn-Sham gap: 9.839 eV
highest occupied orbital energy: -10.07 eV
total charge: 0

=====

Most stable to least stable, the ends of the list are P and Q.

=====

P.
The following is a DFT calculation (ωB97M-V with the def2-TZVPD basis set) of a single C4H6 molecule.

The geometry in XYZ format:
```
10
Properties=species:S:1:pos:R:3:mulliken_charge:R:1
H 1.394 -1.581 0.008 0.221
C 0.287 1.921 -0.713 -0.673
H 1.172 2.428 -0.405 0.286
C 0.150 0.226 -0.037 0.034
H -0.644 2.318 -1.033 0.297
C 0.670 -0.987 0.551 -0.354
H -1.583 -0.873 0.693 0.213
C -0.754 -0.902 -0.003 -0.456
H -0.988 -1.441 -0.913 0.219
H 0.804 -1.022 1.625 0.215
```

Results
Kohn-Sham gap (spin up / spin down): 9.394 / 8.395 eV
highest occupied orbital energy (spin up / spin down): -8.69 / -8.01 eV
total charge: 0

=====

Q.
The following is a DFT calculation (ωB97M-V with the def2-TZVPD basis set) of a single C4H6 molecule.

The geometry in XYZ format:
```
10
Properties=species:S:1:pos:R:3:mulliken_charge:R:1
H -0.031 -1.618 -1.081 0.356
H -1.427 -0.042 1.458 0.144
H 0.046 1.714 -0.789 0.403
C -0.053 0.758 -0.308 -0.258
H -2.087 0.126 -0.229 0.243
C 1.161 0.033 0.229 -0.458
C -1.155 0.047 0.274 -0.551
H 1.425 -0.228 1.343 0.197
H 2.120 -0.041 -0.470 0.208
C 0.002 -0.748 -0.426 -0.284
```

Results
Kohn-Sham gap: 10.550 eV
highest occupied orbital energy: -9.22 eV
total charge: 0

=====

R.
The following is a DFT calculation (ωB97M-V with the def2-TZVPD basis set) of a single C4H6 molecule.

The geometry in XYZ format:
```
10
Properties=species:S:1:pos:R:3:mulliken_charge:R:1
H -2.862 0.330 -0.876 0.257
C 0.114 -0.005 0.725 -0.268
C -2.147 -0.381 -0.520 -0.282
H 2.243 -0.405 0.227 0.302
C -1.161 -0.327 0.201 -0.220
H 0.393 -0.167 1.762 0.383
H 1.500 0.860 -0.753 0.265
H -0.718 0.899 0.900 0.166
H 1.114 -0.831 -1.067 0.328
C 1.311 -0.097 -0.270 -0.931
```

Results
Kohn-Sham gap: 9.860 eV
highest occupied orbital energy: -8.87 eV
total charge: 0

=====

S.
The following is a DFT calculation (ωB97M-V with the def2-TZVPD basis set) of a single C4H6 molecule.

The geometry in XYZ format:
```
10
Properties=species:S:1:pos:R:3:mulliken_charge:R:1
H -2.517 1.275 0.464 0.239
C 0.575 0.365 -0.257 -0.107
C -1.669 0.858 0.994 -0.697
H 1.007 -1.131 -1.804 0.260
C 1.073 -0.985 -0.720 -0.922
H 0.517 -1.788 -0.230 0.314
H -1.792 0.671 2.058 0.241
C -0.553 0.597 0.365 0.076
H 1.226 1.223 -0.414 0.311
H 2.133 -1.086 -0.456 0.285
```

Results
Kohn-Sham gap: 10.393 eV
highest occupied orbital energy: -9.30 eV
total charge: 0

=====

Most stable to least stable, the ends of the list are S and P.

=====

P.
The following is a DFT calculation (ωB97M-V with the def2-TZVPD basis set) of a gas-phase ion, C5H7N2 (charge +1).

The geometry in XYZ format:
```
14
Properties=species:S:1:pos:R:3:mulliken_charge:R:1
N -1.943 -0.909 1.098 -0.400
H -0.471 1.912 1.457 0.280
H -1.506 2.047 -0.081 0.306
C 1.461 0.825 -0.578 -0.419
C 0.122 -1.729 -0.531 -1.169
C -0.870 1.395 0.562 -0.288
H 2.156 0.894 0.262 0.267
C -1.607 0.167 1.050 0.328
N 0.169 0.823 -0.171 0.104
H 0.629 -2.350 -1.199 0.355
C 0.507 -0.366 -0.472 0.508
H 1.778 1.274 -1.485 0.283
H -0.899 -1.873 -0.427 0.475
H 0.474 -2.110 0.515 0.371
```

Results
Kohn-Sham gap: 11.501 eV
highest occupied orbital energy: -16.41 eV
total charge: +1

=====

Q.
The following is a DFT calculation (ωB97M-V with the def2-TZVPD basis set) of a molecular structure, C5H7N2.

The geometry in XYZ format:
```
14
Properties=species:S:1:pos:R:3:mulliken_charge:R:1
C 0.372 1.950 0.012 -0.964
N -1.891 1.034 0.445 -0.439
H 0.636 -2.258 1.172 0.375
C -0.592 0.873 0.230 0.627
C 0.828 -1.786 0.261 -1.147
H 1.766 -1.229 0.258 0.352
N -1.554 -1.342 -0.105 -0.329
H 1.037 -2.521 -0.512 0.355
H -0.111 -0.543 -1.427 0.406
C -0.232 -0.757 -0.355 0.232
C -2.033 -0.264 0.205 0.514
H 1.115 1.970 0.789 0.326
H -0.341 2.920 0.003 0.351
H 1.000 1.955 -0.974 0.342
```

Results
Kohn-Sham gap: 10.150 eV
highest occupied orbital energy: -16.28 eV
total charge: +1

=====

Most stable to least stable, the ends of the list are P and Q.

=====

P.
The following is a DFT calculation (ωB97M-V with the def2-TZVPD basis set) of a gas-phase ion, C5H7N2 (charge +1).

The geometry in XYZ format:
```
14
Properties=species:S:1:pos:R:3:mulliken_charge:R:1
H 1.744 1.760 0.077 0.265
C -3.225 0.510 0.017 -0.134
H -4.172 0.499 0.348 0.292
N -0.085 -1.040 -0.057 -0.104
C 0.848 1.042 -0.072 -0.838
H 2.821 -1.000 1.164 0.264
C 1.038 -0.286 0.021 0.852
N -2.446 -0.521 0.067 -0.260
H -0.170 1.536 -0.117 0.094
C -1.244 -0.793 -0.006 0.601
H 2.306 -1.869 -0.585 0.305
H -3.007 1.425 -0.374 0.280
H 3.182 -0.344 -0.544 0.342
C 2.410 -0.919 0.060 -0.959
```

Results
Kohn-Sham gap (spin up / spin down): 7.465 / 7.463 eV
highest occupied orbital energy (spin up / spin down): -14.07 / -14.07 eV
total charge: +1

=====

Q.
The following is a DFT calculation (ωB97M-V with the def2-TZVPD basis set) of a gas-phase ion, C5H7N2 (charge +1).

The geometry in XYZ format:
```
14
Properties=species:S:1:pos:R:3:mulliken_charge:R:1
H -1.051 -3.224 -0.659 0.327
C 0.010 0.795 0.088 0.745
C -0.664 -0.358 0.280 -0.080
H -0.791 1.619 -1.806 0.307
N -0.915 -1.494 0.223 0.029
H -0.562 -3.197 1.069 0.331
H 1.798 2.014 0.620 0.244
H 0.525 -2.843 -0.243 0.381
C 0.773 1.794 0.873 -0.329
H 0.619 1.904 1.994 0.262
N -0.459 2.169 0.197 -0.339
H 1.114 1.879 -1.531 0.247
C -0.461 -2.762 -0.001 -0.789
C 0.067 1.703 -1.103 -0.336
```

Results
Kohn-Sham gap: 10.249 eV
highest occupied orbital energy: -15.57 eV
total charge: +1

=====

Most stable to least stable, the ends of the list are P and Q.